{"formula": "C7H14", "method": "wB97M-V/def2-TZVPD", "lumo_ev": 1.23, "smiles": "CC(C)CC1CC1", "largest_force_ha_per_bohr": 0.0039, "homo_ev": -10.089, "relative_energy_ev": 0.8186, "symbols": ["C", "C", "C", "C", "C", "C", "C", "H", "H", "H", "H", "H", "H", "H", "H", "H", "H", "H", "H", "H", "H"], "positions_angstrom": [[-1.33, 1.28, -0.30], [-1.25, -0.15, 0.23], [-2.32, -1.03, -0.42], [0.14, -0.78, 0.02], [1.30, 0.12, 0.40], [2.71, -0.28, 0.06], [2.06, 0.85, -0.68], [-0.97, 1.34, -1.34], [-2.37, 1.64, -0.29], [-0.73, 1.97, 0.30], [-1.44, -0.12, 1.31], [-3.33, -0.69, -0.16], [-2.22, -1.01, -1.51], [-2.23, -2.08, -0.09], [0.20, -1.71, 0.60], [0.25, -1.07, -1.03], [1.18, 0.66, 1.34], [3.49, -0.03, 0.77], [2.86, -1.22, -0.46], [1.76, 0.67, -1.71], [2.40, 1.87, -0.50]], "nbo_charge": [-0.609, -0.212, -0.600, -0.389, -0.229, -0.420, -0.420, 0.202, 0.207, 0.211, 0.190, 0.207, 0.200, 0.207, 0.205, 0.194, 0.211, 0.214, 0.210, 0.209, 0.214]}

---

{"formula": "C6H12ClO16S3Ti", "method": "wB97M-V/def2-TZVPD", "lumo_ev": [-0.18, -0.23], "largest_force_ha_per_bohr": 0.0535, "s2": 3.751, "spin_multiplicity": 4, "homo_ev": [-6.074, -8.748], "relative_energy_ev": 0.8327, "symbols": ["Ti", "Cl", "O", "O", "O", "O", "C", "C", "O", "S", "O", "O", "O", "H", "H", "H", "H", "C", "C", "O", "S", "O", "O", "O", "H", "H", "H", "H", "C", "C", "O", "S", "O", "O", "O", "H", "H", "H", "H"], "positions_angstrom": [[-1.33, -0.47, 0.04], [-4.92, 1.34, 0.53], [-5.63, 0.64, -0.51], [-5.29, 0.74, 1.81], [-3.51, 1.15, 0.25], [-5.24, 2.75, 0.60], [1.97, -2.81, -4.29], [0.72, -2.19, -4.85], [0.38, -1.14, -3.95], [1.33, -1.11, -2.63], [0.51, -0.97, -1.47], [2.40, -0.17, -2.81], [1.82, -2.63, -2.88], [2.86, -2.26, -4.59], [2.16, -3.87, -4.47], [-0.11, -2.90, -4.83], [0.84, -1.87, -5.88], [3.50, 2.85, -1.19], [3.84, 1.59, -0.39], [2.75, 1.19, 0.44], [1.47, 2.17, 0.24], [1.43, 3.06, 1.36], [0.31, 1.47, -0.21], [2.08, 2.91, -1.11], [3.93, 2.77, -2.19], [3.82, 3.81, -0.77], [4.73, 1.80, 0.20], [3.98, 0.78, -1.09], [-2.66, -1.70, 4.22], [-2.67, -0.18, 4.51], [-1.33, 0.18, 4.74], [-0.47, -0.56, 3.58], [0.86, -0.76, 4.03], [-0.73, 0.00, 2.30], [-1.29, -1.92, 3.74], [-3.31, -1.79, 3.36], [-2.80, -2.31, 5.11], [-3.29, 0.05, 5.38], [-3.10, 0.35, 3.66]], "lowdin_spin": [2.701, 0.005, 0.001, 0.002, 0.033, 0.001, 0.001, 0.001, 0.004, 0.021, 0.070, 0.002, 0.003, 0.000, 0.000, 0.000, 0.000, 0.000, 0.000, 0.002, 0.008, 0.001, 0.033, 0.001, 0.000, 0.000, 0.000, 0.000, 0.002, 0.001, 0.002, 0.022, 0.002, 0.067, 0.013, 0.002, 0.000, 0.000, 0.000]}

---

{"formula": "CH3F2PS2", "method": "wB97M-V/def2-TZVPD", "lumo_ev": [-0.52, -0.52], "smiles": "FP(F)S.C=S", "largest_force_ha_per_bohr": 0.0328, "homo_ev": [-9.130, -9.130], "relative_energy_ev": 1.7242, "symbols": ["F", "P", "F", "S", "H", "C", "S", "H", "H"], "positions_angstrom": [[-2.04, -1.45, 1.53], [-1.25, -0.94, 0.28], [-0.92, -2.39, -0.41], [-3.00, -0.47, -0.81], [-2.26, -0.19, -1.87], [2.50, 1.33, 0.35], [0.88, 1.39, 0.18], [3.11, 1.25, -0.58], [2.97, 1.48, 1.34]], "nbo_charge": [-0.577, 1.399, -0.590, -0.344, 0.143, -0.493, 0.056, 0.202, 0.203]}

---

{"formula": "C4H8Cl2", "method": "wB97M-V/def2-TZVPD", "lumo_ev": 0.79, "smiles": "CC(CCl)CCl", "largest_force_ha_per_bohr": 0.1266, "homo_ev": -10.179, "relative_energy_ev": 3.7645, "symbols": ["C", "C", "C", "Cl", "C", "Cl", "H", "H", "H", "H", "H", "H", "H", "H"], "positions_angstrom": [[0.99, -1.33, -0.06], [0.51, 0.17, 0.32], [1.10, 0.78, -0.83], [0.24, 0.20, -2.19], [-1.05, 0.09, 0.40], [-1.03, -0.02, 2.29], [2.16, -1.32, -0.20], [0.69, -1.88, 0.81], [0.74, -1.70, -1.07], [0.64, 0.54, 1.53], [0.86, 1.90, -0.83], [2.27, 0.47, -0.90], [-1.39, 1.16, 0.09], [-1.76, -0.46, -0.09]], "nbo_charge": [-0.641, -0.297, -0.423, -0.031, -0.311, -0.112, 0.192, 0.219, 0.238, 0.279, 0.217, 0.237, 0.208, 0.225]}

---

{"formula": "C2H4N2O", "method": "wB97M-V/def2-TZVPD", "lumo_ev": 0.49, "largest_force_ha_per_bohr": 0.0750, "homo_ev": -8.301, "relative_energy_ev": 3.4838, "symbols": ["C", "C", "N", "N", "O", "H", "H", "H", "H"], "positions_angstrom": [[2.14, -0.41, 0.05], [-1.66, 0.22, -0.03], [0.58, 0.72, 0.12], [-0.26, -0.06, -0.25], [3.22, 0.05, -0.12], [1.92, -1.55, 0.21], [-2.18, -0.51, -0.65], [-1.83, 1.32, -0.30], [-1.92, 0.22, 0.97]], "nbo_charge": [0.511, -0.476, -0.147, -0.185, -0.483, 0.133, 0.218, 0.205, 0.224]}